C22H48N5O5 | the ωB97M-V functional and the def2-TZVPD basis

Results
frontier orbital gap = 4.6 eV
charge = +1

Element x y z (Å)
H1 -9.875 8.852 0.260
H2 1.893 -4.001 0.518
C1 -7.666 5.421 -0.793
H3 -9.897 6.993 -0.214
H4 8.982 -6.787 -3.592
H5 -1.723 -0.369 3.635
N1 3.632 -2.019 0.560
H6 4.046 -2.787 1.096
N2 0.384 0.652 0.102
H7 10.110 -5.179 -2.751
H8 1.463 1.510 1.675
H9 8.053 -8.281 -3.532
H10 -3.200 -0.520 2.663
H11 -8.585 5.205 -0.098
C2 8.751 -4.975 -1.037
H12 10.737 -5.843 -1.231
C3 -7.102 6.959 -0.745
C4 -6.566 2.907 -1.481
H13 4.909 -2.797 -1.801
N3 -5.587 1.742 -1.260
H14 7.652 -4.545 -2.684
O1 7.570 -6.914 -2.092
C5 -4.383 3.006 0.894
H15 1.454 -3.938 -1.199
H16 1.058 -0.494 3.225
H17 7.020 -3.937 -1.337
H18 0.413 -1.353 1.815
H19 -7.432 7.348 1.577
H20 -7.417 8.933 0.540
H21 8.873 -4.552 -0.031
H22 -7.383 2.846 -2.334
H23 -3.852 6.335 0.605
H24 4.433 -1.433 0.320
H25 8.749 -7.074 -0.377
C6 -5.423 4.261 0.695
H26 -10.664 8.072 2.220
H27 -3.812 0.800 -0.018
H28 -3.562 2.928 1.728
C7 -4.534 1.737 -0.167
C8 1.792 -3.338 -0.347
H29 3.470 -5.439 0.597
H30 7.213 -6.239 -0.219
C9 -0.603 1.439 2.252
C10 -9.418 7.796 0.517
O2 -4.414 6.628 1.404
H31 10.678 -4.094 -1.491
C11 8.082 -6.360 -0.876
N4 -9.863 7.467 1.934
C12 -5.326 5.502 1.761
H32 2.816 -1.769 -1.350
H33 -7.438 7.527 -1.731
O3 4.817 -4.399 -0.570
C13 -6.548 4.259 -0.499
H34 -0.466 1.472 3.340
H35 4.802 -6.380 -0.068
H36 -10.230 6.480 2.008
H37 9.333 -8.019 -2.332
C14 3.084 -2.596 -0.677
O4 -1.853 0.826 1.921
H38 -1.706 -1.228 2.057
H39 2.071 -0.774 1.802
C15 -2.116 -0.383 2.615
H40 -0.690 2.480 1.921
C16 10.141 -5.033 -1.666
H41 3.471 -5.899 -1.140
H42 0.202 1.570 -0.306
H43 -0.507 0.159 -0.006
H44 -5.674 0.914 -1.890
C17 4.132 -3.465 -1.410
C18 8.549 -7.527 -2.916
C19 -7.773 7.794 0.523
O5 -5.945 5.592 2.942
H45 -5.916 7.036 -0.722
C20 1.056 -0.525 2.130
H46 -8.051 5.244 -1.909
C21 4.087 -5.583 -0.292
C22 0.622 0.816 1.544
N5 7.911 -4.058 -1.821
H47 0.994 -2.626 -0.106
H48 3.697 -3.973 -2.279

Forces on atoms 1 to 2 (eV/Å):
1.20 -2.17 0.25
0.09 0.09 -0.14

Löwdin charges in e:
1. H 0.126
2. H 0.069
3. C -0.167
4. H 0.109
5. H 0.073
6. H 0.099
7. N 0.037
8. H 0.082
9. N 0.042
10. H 0.065
11. H 0.141
12. H 0.087
13. H 0.085
14. H 0.129
15. C -0.423
16. H 0.078
17. C -0.190
18. C 0.093
19. H 0.120
20. N 0.023
21. H 0.075
22. O -0.196
23. C 0.097
24. H 0.080
25. H 0.083
26. H 0.043
27. H 0.056
28. H 0.106
29. H 0.128
30. H 0.137
31. H 0.146
32. H 0.135
33. H 0.084
34. H 0.119
35. C 0.032
36. H 0.069
37. H 0.143
38. H 0.124
39. C 0.059
40. C -0.071
41. H 0.075
42. H 0.106
43. C -0.194
44. C -0.275
45. O 0.007
46. H 0.077
47. C -0.193
48. N -0.064
49. C -0.271
50. H 0.137
51. H 0.126
52. O -0.216
53. C -0.016
54. H 0.124
55. H 0.083
56. H 0.074
57. H 0.091
58. C -0.416
59. O -0.247
60. H 0.078
61. H 0.050
62. C -0.100
63. H 0.114
64. C -0.077
65. H 0.096
66. H 0.068
67. H 0.063
68. H 0.150
69. C -0.191
70. C -0.109
71. C -0.187
72. O 0.034
73. H 0.110
74. C -0.072
75. H 0.130
76. C -0.095
77. C -0.418
78. N 0.044
79. H 0.054
80. H 0.122